No. 1
Density functional theory data (wB97M-V/def2-TZVPD) for C4H12B4F16NO3V as an isolated structure.

Structure (XYZ):
```
41
Properties=species:S:1:pos:R:3:mulliken_charge:R:1
O -4.04 -16.34 -3.29 -0.526
V -3.80 -16.66 -4.76 2.307
O -2.31 -16.70 -5.08 -0.436
C -4.54 -13.89 3.76 -1.492
C -3.29 -14.46 3.10 -0.557
C -2.85 -13.90 1.76 -0.999
O -3.88 -14.31 0.85 -0.121
C -3.47 -14.48 -0.50 -0.752
N -2.17 -14.63 4.21 -2.184
H -2.42 -15.04 5.10 1.320
H -1.35 -15.12 3.90 0.729
H -1.76 -13.71 4.31 1.125
H -4.78 -14.45 4.67 0.520
H -5.35 -13.93 3.04 0.357
H -4.49 -12.85 4.06 0.375
H -3.47 -15.51 2.91 0.046
H -1.82 -14.10 1.48 0.384
H -2.81 -12.81 1.82 0.337
H -2.62 -15.15 -0.61 0.363
H -3.37 -13.49 -0.93 0.304
H -4.28 -15.02 -0.99 0.231
B -7.07 -16.40 -4.37 0.032
F -8.20 -17.13 -4.74 -0.388
F -5.91 -16.82 -4.94 -0.030
F -7.27 -15.05 -4.60 -0.408
F -6.90 -16.62 -3.02 -0.413
B -3.42 -19.55 -2.32 0.511
F -2.48 -18.62 -2.64 -0.358
F -3.97 -20.07 -3.45 -0.358
F -2.99 -20.61 -1.58 -0.413
F -4.39 -19.03 -1.47 -0.415
B -4.14 -18.81 -7.28 0.209
F -5.31 -18.91 -7.99 -0.421
F -4.38 -18.44 -6.01 -0.038
F -3.58 -20.02 -7.33 -0.359
F -3.40 -17.84 -7.90 -0.400
B -3.48 -13.93 -6.24 0.389
F -3.77 -14.46 -5.02 -0.279
F -2.28 -13.24 -6.26 -0.410
F -3.26 -14.99 -7.18 -0.428
F -4.55 -13.24 -6.62 -0.354
```

Summary:
2S+1: 2
Frontier orbital gap (alpha / beta) (hartree): 0.1780 / 0.2869
<S²>: 0.75
Total charge: -3

No. 2
Density functional theory data (wB97M-V/def2-TZVPD) for the molecule C4H12BFN2.

Structure (XYZ):
```
20
Properties=species:S:1:pos:R:3:mulliken_charge:R:1
C -0.70 -0.92 -1.73 -0.924
N -0.33 0.34 -1.16 0.003
C 0.02 1.40 -2.10 -1.048
B 0.33 0.65 0.11 0.305
F 1.42 1.47 -0.01 -0.338
N 0.30 -0.23 1.22 0.054
C -0.77 -1.17 1.52 -0.922
C 1.09 0.27 2.32 -0.970
H -0.75 -0.85 -2.81 0.344
H 0.06 -1.66 -1.53 0.351
H -1.65 -1.29 -1.34 0.246
H -0.28 2.37 -1.68 0.295
H 1.07 1.41 -2.30 0.324
H -0.50 1.31 -3.04 0.384
H -0.87 -1.39 2.60 0.369
H -1.70 -0.75 1.14 0.308
H -0.55 -2.11 1.00 0.255
H 0.57 1.09 2.78 0.349
H 2.03 0.58 1.89 0.269
H 1.22 -0.51 3.12 0.346
```

Summary:
2S+1: 1
Frontier orbital gap (hartree): 0.3260

No. 3
Density functional theory data (wB97M-V/def2-TZVPD) for the molecule C4H12BN.

Structure (XYZ):
```
18
Properties=species:S:1:pos:R:3:mulliken_charge:R:1
C -2.82 -0.19 0.40 -1.322
C -1.47 0.35 -0.10 -0.235
N -0.36 -0.48 0.28 -0.352
B 1.25 -0.12 -0.04 0.141
C 2.34 -1.31 0.03 -1.018
C 1.48 1.33 -0.61 -1.005
H -2.65 -0.56 1.44 0.302
H -3.42 0.60 0.38 0.484
H -3.20 -1.05 -0.28 0.289
H -1.42 0.57 -1.09 0.351
H -1.46 1.33 0.50 0.182
H -0.69 -1.47 0.17 0.210
H 2.05 -1.91 -0.84 0.355
H 2.33 -2.02 0.88 0.287
H 3.28 -1.00 -0.24 0.365
H 1.12 2.11 0.08 0.295
H 0.94 1.43 -1.57 0.305
H 2.50 1.51 -0.83 0.366
```

Summary:
2S+1: 1
ΔE to the lowest compared entry with this formula, charge and spin (kcal/mol): 28.5
Frontier orbital gap (hartree): 0.3464

No. 4
Density functional theory data (wB97M-V/def2-TZVPD) for an isolated ion of composition C4H12BNO4PS and charge -1.

Structure (XYZ):
```
24
Properties=species:S:1:pos:R:3:mulliken_charge:R:1
N -1.81 1.95 1.44 -0.667
C -1.03 1.98 0.15 -0.230
C 0.55 1.56 0.28 -0.769
C 0.82 -0.01 0.67 0.324
O 2.20 -0.13 1.16 -0.766
B 2.98 -1.10 0.33 0.957
O 1.90 -2.09 -0.01 -0.719
C 0.84 -1.16 -0.51 -0.127
P -0.88 -1.86 -0.94 0.610
O -1.43 -0.95 -2.37 -0.526
O -1.94 -1.51 0.44 -0.562
S -0.87 -3.79 -1.28 -0.441
H -1.89 0.97 1.80 0.253
H -2.79 2.27 1.19 0.255
H -1.61 1.35 -0.68 0.167
H -1.07 3.11 -0.25 0.299
H 1.08 1.86 -0.73 0.227
H 1.01 2.21 1.16 0.279
H 0.18 -0.32 1.60 0.169
H 3.24 -0.42 -0.61 -0.321
H 4.00 -1.51 0.75 -0.237
H 1.30 -0.88 -1.57 0.194
H -2.44 -0.95 -2.35 0.323
H -2.34 -0.59 0.33 0.307
```

Summary:
2S+1: 1
ΔE to the lowest compared entry with this formula, charge and spin (kcal/mol): 73.6
Frontier orbital gap (hartree): 0.2470
Total charge: -1

No. 5
Density functional theory data (wB97M-V/def2-TZVPD) for a 2-piece molecular cluster, C4H12BNS overall.

Structure (XYZ):
```
19
Properties=species:S:1:pos:R:3:mulliken_charge:R:1
C 2.08 1.16 0.31 -0.333
N 1.56 0.64 -0.70 -0.324
C 2.23 -0.41 -1.45 -0.959
H 1.68 2.00 0.77 0.338
H 3.11 0.66 0.72 0.149
H 2.21 -0.11 -2.46 0.292
H 3.26 -0.75 -1.20 0.381
H 1.62 -1.28 -1.32 0.286
C -2.01 -0.65 2.55 -0.707
B -1.75 -0.60 0.97 0.198
S -1.83 1.01 0.10 -0.218
C -1.18 0.51 -1.60 -0.137
H -2.36 0.37 2.85 0.221
H -1.10 -1.03 2.98 0.262
H -2.91 -1.36 2.78 0.210
H -1.45 -1.49 0.27 -0.118
H -1.67 -0.39 -1.93 0.283
H -0.14 0.43 -1.34 -0.165
H -1.35 1.30 -2.30 0.341
```

Summary:
2S+1: 1
ΔE to the lowest compared entry with this formula, charge and spin (kcal/mol): 26.3
Frontier orbital gap (hartree): 0.3614

No. 6
Density functional theory data (wB97M-V/def2-TZVPD) for a 2-piece molecular cluster, C4H12BrN3S2 overall.

Structure (XYZ):
```
22
Properties=species:S:1:pos:R:3:mulliken_charge:R:1
C 2.11 -1.79 -0.79 -0.921
C 1.82 0.26 2.20 -0.626
C -1.77 2.74 0.15 -0.513
C -2.96 -1.11 -0.84 -0.357
N 0.90 0.03 -0.99 -0.307
N 1.60 -0.66 0.02 0.013
N -0.22 0.67 -0.49 -0.164
S 2.80 0.42 0.71 -0.103
S -0.33 2.27 -0.53 0.137
Br -4.03 -0.27 0.49 -0.169
H 2.80 -1.45 -1.47 0.424
H 2.68 -2.40 -0.04 0.311
H 1.43 -2.35 -1.42 0.294
H 1.83 1.25 2.88 0.292
H 2.07 -0.65 2.86 0.247
H 0.69 0.15 1.94 0.189
H -2.44 1.99 0.59 0.091
H -3.23 -2.06 -1.07 0.385
H -2.03 3.64 -0.20 0.360
H -1.96 -0.97 -0.59 -0.047
H -3.12 -0.39 -1.78 0.190
H 1.37 0.68 -1.64 0.275
```

Summary:
2S+1: 1
ΔE to the lowest compared entry with this formula, charge and spin (kcal/mol): 54.5
Frontier orbital gap (alpha / beta) (hartree): 0.2790 / 0.2809

No. 7
Density functional theory data (wB97M-V/def2-TZVPD) for C4H12Cl2MnO4 as an isolated structure.

Structure (XYZ):
```
23
Properties=species:S:1:pos:R:3:mulliken_charge:R:1
Mn 0.02 0.10 -0.13 0.837
Cl -0.17 -1.40 -2.16 -0.592
Cl 0.16 1.20 2.23 -0.610
C 3.03 -0.65 0.03 -0.336
C 2.39 -1.50 1.15 -0.524
O 1.01 -1.77 0.79 -0.467
O 2.11 0.23 -0.49 -0.420
H 3.29 -1.33 -0.79 0.321
H 3.90 -0.12 0.43 0.350
H 2.52 -0.85 2.01 0.305
H 2.87 -2.44 1.45 0.373
H 0.59 -2.27 1.49 0.294
H 2.62 0.86 -1.01 0.262
C -2.28 1.89 -0.61 -0.534
C -2.97 0.45 -0.27 -0.348
O -2.05 -0.59 0.38 -0.475
O -1.05 1.69 -1.30 -0.491
H -2.13 2.43 0.32 0.286
H -2.98 2.46 -1.22 0.442
H -3.52 -0.03 -1.08 0.391
H -3.74 0.73 0.45 0.333
H -2.57 -1.40 0.36 0.282
H -1.07 2.31 -2.03 0.320
```

Summary:
2S+1: 6
Frontier orbital gap (alpha / beta) (hartree): 0.3138 / 0.3237
<S²>: 8.75

No. 8
Density functional theory data (wB97M-V/def2-TZVPD) for the molecule C4H12ClFSi2.

Structure (XYZ):
```
20
Properties=species:S:1:pos:R:3:mulliken_charge:R:1
C 1.59 -1.23 -1.80 -1.115
Si 0.92 0.00 -0.59 0.646
C 1.40 1.81 -0.86 -1.141
F 1.65 -0.35 0.80 -0.288
Si -1.54 0.08 0.25 0.477
C -1.51 -1.65 1.14 -1.054
C -1.37 1.72 1.19 -1.132
Cl -3.94 -0.02 -0.16 -0.438
H 0.74 -1.67 -2.31 0.325
H 2.18 -0.57 -2.49 0.315
H 2.30 -1.90 -1.44 0.365
H 0.70 2.56 -0.52 0.291
H 2.30 2.05 -0.42 0.371
H 1.56 1.91 -1.94 0.351
H -2.33 -2.32 0.79 0.302
H -0.44 -2.00 1.13 0.323
H -1.58 -1.51 2.27 0.324
H -1.42 2.59 0.47 0.280
H -2.00 1.81 1.96 0.417
H -0.33 1.77 1.51 0.381
```

Summary:
2S+1: 1
Frontier orbital gap (hartree): 0.3210

No. 9
Density functional theory data (wB97M-V/def2-TZVPD) for C4H12ClO4Zn2 as an isolated structure.

Structure (XYZ):
```
23
Properties=species:S:1:pos:R:3:mulliken_charge:R:1
Zn 14.64 -7.38 -6.75 0.591
Zn 16.72 -10.05 -3.24 0.877
Cl 15.22 -9.29 -5.53 -0.385
C 15.02 -8.13 -2.26 -0.360
C 14.31 -9.39 -1.92 0.325
O 15.02 -10.54 -2.40 -0.445
O 16.43 -8.28 -2.09 -0.399
H 14.84 -7.31 -1.57 0.478
H 14.86 -7.70 -3.25 0.164
H 13.33 -9.43 -2.42 0.060
H 14.09 -9.27 -0.86 0.330
H 14.41 -11.28 -2.46 0.355
H 16.87 -7.59 -1.58 0.322
C 11.44 -9.06 -5.19 0.133
C 10.20 -8.53 -5.86 -0.425
O 9.06 -8.75 -5.06 -0.489
O 11.39 -8.71 -3.78 -0.576
H 12.40 -8.95 -5.69 -0.245
H 11.32 -10.14 -5.10 0.316
H 10.07 -8.95 -6.86 0.335
H 10.25 -7.44 -5.93 0.313
H 9.32 -9.05 -4.19 0.360
H 11.00 -7.83 -3.82 0.364
```

Summary:
2S+1: 2
Frontier orbital gap (alpha / beta) (hartree): 0.1575 / 0.1545
<S²>: 0.75
Total charge: +2

No. 10
Density functional theory data (wB97M-V/def2-TZVPD) for a 2-piece molecular cluster, C4H12FN2 overall.

Structure (XYZ):
```
19
Properties=species:S:1:pos:R:3:mulliken_charge:R:1
C 0.02 3.35 0.65 -1.011
C -0.87 -2.44 -1.79 -0.803
C 0.37 2.03 1.18 0.287
C 0.70 -1.00 -0.34 0.084
N 1.32 -1.67 0.55 -0.341
N -0.63 -1.57 -0.57 -0.299
F -0.72 1.22 1.39 -0.298
H 0.77 3.47 -0.21 0.281
H 0.08 4.25 1.39 0.260
H -0.93 3.45 0.13 0.316
H -0.54 -1.88 -2.67 0.351
H -0.20 -3.27 -1.71 0.354
H -1.91 -2.91 -1.81 0.328
H 0.79 1.47 0.30 -0.071
H 1.09 1.97 2.02 0.294
H 0.68 -2.29 1.13 0.214
H 2.30 -1.41 0.76 0.255
H -1.13 -1.97 0.34 0.472
H -1.21 -0.80 -0.75 0.325
```

Summary:
2S+1: 3
ΔE to the lowest compared entry with this formula, charge and spin (kcal/mol): 6.7
Frontier orbital gap (alpha / beta) (hartree): 0.2917 / 0.2878
<S²>: 2.00
Total charge: +1

No. 11
Density functional theory data (wB97M-V/def2-TZVPD) for a 3-piece molecular cluster, C4H12IN2 overall.

Structure (XYZ):
```
19
Properties=species:S:1:pos:R:3:mulliken_charge:R:1
C 2.79 1.02 0.30 -0.910
C 1.19 -0.91 0.19 -0.957
C -1.93 -0.08 -0.40 -0.452
C 0.46 1.09 -0.48 -0.368
N 1.46 0.52 0.06 0.069
N -1.91 -1.31 -0.18 -0.139
I -5.52 -0.04 0.03 -0.050
H 3.43 0.46 -0.20 0.415
H 2.70 2.03 0.07 0.329
H 3.14 1.08 1.29 0.358
H 2.02 -1.41 0.63 0.385
H 0.33 -1.19 0.71 0.304
H 1.18 -1.25 -0.87 0.333
H -1.67 0.33 -1.43 0.374
H -1.92 0.80 0.36 0.422
H 0.57 2.11 -0.81 0.235
H -1.83 -1.98 -1.02 0.305
H -5.29 -1.50 0.59 0.091
H -2.04 -1.74 0.64 0.256
```

Summary:
2S+1: 1
ΔE to the lowest compared entry with this formula, charge and spin (kcal/mol): 104.1
Frontier orbital gap (hartree): 0.3210
Total charge: +1

No. 12
Density functional theory data (wB97M-V/def2-TZVPD) for a 2-piece molecular cluster, C4H12IN2 overall.

Structure (XYZ):
```
19
Properties=species:S:1:pos:R:3:mulliken_charge:R:1
C -2.35 -0.49 -0.11 -1.001
C -1.52 0.82 -0.42 -0.527
C -0.22 0.76 0.47 -0.425
C 0.73 -0.03 -0.23 -0.362
N 2.61 0.91 0.04 -0.707
N 1.09 -1.28 0.36 -0.098
I 4.26 -0.19 -0.35 0.214
H -1.68 -1.37 -0.27 0.195
H -2.80 -0.25 0.89 0.311
H -3.34 -0.58 -0.63 0.368
H -1.22 0.81 -1.49 0.355
H -2.17 1.72 -0.16 0.317
H -0.49 0.19 1.42 0.411
H 0.14 1.76 0.81 0.265
H 0.59 -0.12 -1.25 0.492
H 2.57 1.74 -0.71 0.320
H 0.80 -2.20 0.04 0.346
H 2.18 -1.20 0.18 0.091
H 0.79 -1.02 1.39 0.434
```

Summary:
2S+1: 1
ΔE to the lowest compared entry with this formula, charge and spin (kcal/mol): 107.2
Frontier orbital gap (alpha / beta) (hartree): 0.3008 / 0.3007
Total charge: +1